# 1
C16H21N2O4OsPS3 as an isolated structure, computed with the ωB97M-V functional and the def2-TZVPD basis.

Atoms and positions in Å:
H  5.108  -5.452  3.244
C  6.094  -3.553  4.908
H  2.710  3.395  1.788
C  3.984  2.338  3.173
H  -1.174  -4.989  0.840
H  4.660  -1.328  4.291
H  3.348  -5.212  1.524
O  -0.331  3.491  2.027
S  1.780  -3.015  0.764
C  5.005  -3.407  3.885
H  -3.175  -4.702  -0.650
C  4.373  -2.179  3.686
P  0.386  2.094  2.030
H  -1.903  3.154  3.341
S  -0.752  0.538  2.623
H  6.021  -4.510  5.423
H  2.911  -1.070  2.585
H  3.951  1.975  4.200
H  2.543  3.929  3.471
C  3.030  -3.135  1.964
C  -0.732  -2.900  0.742
C  3.639  -4.371  2.138
O  1.745  -4.169  -0.071
C  2.711  3.066  2.829
C  -1.462  -4.028  0.442
C  4.624  -4.494  3.101
H  0.281  5.197  4.047
Os  0.462  -0.596  0.963
C  -0.428  4.413  4.314
C  -2.116  -1.501  -0.533
N  0.397  -2.691  1.556
H  -1.126  4.825  5.043
H  -3.754  -2.447  -1.510
C  -2.896  -2.587  -0.870
H  7.072  -3.514  4.425
N  -1.055  -1.694  0.256
H  0.107  3.590  4.787
H  6.054  -2.756  5.648
C  -2.563  -3.850  -0.383
O  1.591  2.155  3.049
O  1.976  -1.683  0.031
C  3.389  -2.031  2.729
H  -2.305  -0.492  -0.871
S  1.011  1.611  0.178
H  -1.756  4.774  2.648
H  4.139  1.496  2.498
C  -1.203  3.957  3.103
H  4.832  3.015  3.074

Properties
- Molar mass: 622.8 g mol⁻¹
- Net charge: +1
- E_HOMO (spin up / spin down): -0.4344 / -0.4360 Eh
- Spin multiplicity: 2
- E: -72360.9551 eV
- Energy relative to the best compared isomer or geometry (same formula, charge and spin): 5.60 kJ/mol
- Orbital gap (spin up / spin down): 0.304 / 0.281 hartree
- ⟨S²⟩: 0.7553



# 2
C49H61GeN3O2P2S3SiTi as an isolated structure, computed with the ωB97M-V functional and the def2-TZVPD basis.

Atoms and positions in Å:
H  -2.383  -6.336  0.935
C  4.224  3.260  -0.326
H  -0.877  -2.000  2.989
C  1.088  2.916  -5.438
C  2.189  4.952  0.710
H  -1.400  2.746  4.521
C  -2.600  -5.324  0.595
C  -4.570  -2.293  2.106
H  -2.994  -3.303  -2.394
H  0.034  -3.626  1.574
Si  -1.389  1.924  -1.559
C  -1.922  3.754  -1.225
C  2.944  2.728  -0.048
C  3.472  5.461  0.324
C  -3.981  1.513  2.650
H  -0.586  -5.329  -0.183
H  -2.453  4.091  -2.117
H  -3.428  0.421  -1.135
S  -3.521  -1.509  0.844
H  0.714  -1.207  3.084
P  1.220  -0.743  -2.352
H  1.198  -3.547  -0.885
C  3.630  0.612  -0.572
H  1.253  -3.295  2.803
H  -1.847  -5.370  -1.421
H  -7.053  2.716  3.536
C  4.926  1.043  -0.861
H  -3.769  1.714  -2.262
H  2.278  -2.861  -2.863
H  -4.420  -3.366  -0.402
C  1.573  3.280  -4.191
C  5.226  2.381  -0.767
O  4.881  7.217  0.627
H  -0.776  5.619  2.189
H  1.260  3.227  -2.076
H  -0.435  -0.999  4.371
C  2.370  -2.173  -2.016
H  3.394  -1.796  -2.038
C  -2.882  0.816  3.207
H  -4.914  -4.379  1.586
H  -0.732  -0.934  -3.811
C  -2.980  0.350  4.499
H  -1.717  1.316  -4.484
H  -3.605  -5.308  0.180
H  3.002  0.780  -3.135
N  3.749  6.907  0.396
H  2.870  -0.677  -4.132
H  0.662  -1.837  -4.433
H  -1.075  4.427  -1.105
H  1.359  6.738  1.618
C  -6.211  2.488  2.900
H  -0.295  -2.502  -3.097
H  5.423  5.060  -0.416
H  0.148  4.239  5.727
N  2.645  1.415  -0.195
H  3.733  -0.780  1.498
H  -5.059  2.993  -0.228
H  -5.615  -2.109  1.854
C  2.369  2.660  3.726
H  -2.910  0.300  -2.811
H  -3.116  1.761  0.717
H  3.072  -1.838  2.737
H  2.563  4.205  5.197
H  -4.748  -1.828  -1.220
C  -2.782  -2.602  -1.587
C  1.498  1.803  3.076
H  1.674  -4.281  1.403
C  -0.340  2.722  4.297
Ti  0.465  0.761  0.141
C  0.093  -1.586  -3.537
C  -4.110  0.593  5.293
C  -0.001  5.087  1.662
H  -1.169  3.282  1.478
H  -2.468  -1.650  -2.013
C  0.889  2.911  -3.047
C  -3.990  1.981  1.323
C  4.454  4.653  -0.156
S  -2.571  -4.242  2.075
H  1.692  0.630  -4.308
C  1.194  5.701  1.365
C  -4.328  -3.785  2.284
C  1.087  -3.428  1.738
C  0.132  1.833  3.341
Ge  -1.047  0.528  2.358
H  6.209  2.759  -0.998
C  -5.065  2.649  0.798
S  -1.296  -3.156  -0.698
C  -6.187  2.911  1.597
C  1.884  3.542  4.681
C  -3.023  0.980  -1.972
H  -6.049  1.482  5.380
H  -2.595  3.893  -0.385
H  1.886  1.076  2.344
C  -1.567  -4.944  -0.457
H  1.629  3.182  -6.332
H  -7.026  3.448  1.182
C  2.078  -2.923  -0.728
H  3.388  -0.438  -0.640
N  0.714  3.015  0.705
H  2.489  3.844  -4.114
C  -5.172  1.288  4.781
C  -0.096  2.201  -5.531
H  -2.164  -0.192  4.947
C  0.531  3.564  4.975
C  -0.214  3.760  1.286
C  -5.134  1.761  3.453
C  2.305  0.085  -3.596
C  3.259  -1.744  1.668
H  2.913  -3.584  -0.480
C  -0.348  -1.102  3.292
H  5.669  0.322  -1.156
H  3.949  -2.538  1.381
C  1.912  3.587  0.455
C  -0.780  1.840  -4.384
H  -4.116  0.240  6.315
H  3.425  2.638  3.498
O  2.811  7.632  0.190
C  -3.992  -2.411  -0.693
H  -4.326  -1.743  3.015
C  -0.296  2.175  -3.120
H  -0.485  1.924  -6.497
H  -4.616  -4.078  3.293
P  1.631  -1.938  0.796

Properties
- Molar mass: 1030.8 g mol⁻¹
- Net charge: +3
- E_HOMO (spin up / spin down): -0.5369 / -0.5334 Eh
- Spin multiplicity: 2
- E: -198933.6927 eV
- Energy relative to the best compared isomer or geometry (same formula, charge and spin): 65.52 kJ/mol
- Orbital gap (spin up / spin down): 0.220 / 0.129 hartree
- ⟨S²⟩: 0.7569



# 3
A 8-piece molecular cluster, C30H52O24 overall, computed with the ωB97M-V functional and the def2-TZVPD basis.

Atoms and positions in Å:
H  -0.870  -2.869  1.602
C  -0.131  -1.254  6.276
H  3.252  0.523  1.847
O  -2.093  -0.585  4.241
C  0.867  -1.065  -2.187
C  -0.320  6.606  0.064
H  -2.926  -6.823  1.484
C  0.236  -1.578  -4.320
H  2.079  -0.960  3.415
C  -1.105  1.264  1.528
H  0.952  -3.587  -4.640
O  3.334  -2.311  2.343
H  1.239  -2.578  -5.956
O  1.127  -2.516  1.972
H  -0.953  -0.686  6.705
O  -0.470  6.284  1.342
H  -2.273  -0.057  0.121
C  -3.475  1.540  -3.177
O  -1.458  3.237  -3.868
C  -4.451  0.390  -3.045
H  -1.331  -2.746  -3.286
H  -1.550  4.481  1.443
O  -0.721  1.655  -5.313
H  1.172  1.422  -5.975
O  -2.421  1.204  -4.100
H  -4.121  -3.334  -1.511
H  4.798  -0.315  2.224
H  -3.950  2.492  -3.397
C  0.086  -3.376  1.546
O  1.544  -0.715  -1.271
O  2.802  0.467  6.572
O  -3.298  -6.899  -0.571
H  -5.279  0.447  -3.747
H  5.954  0.623  -0.414
H  -2.973  1.652  -2.209
C  2.365  -3.024  1.773
O  -0.469  -1.226  -2.131
H  0.075  -1.901  8.377
O  1.861  -1.338  7.518
C  -1.544  2.166  -4.390
H  3.060  1.268  -2.312
O  4.526  2.823  -0.146
H  -2.604  -2.792  -0.665
C  3.401  2.292  -2.127
H  0.957  0.608  1.519
C  4.728  2.091  -1.356
H  0.872  -3.016  7.124
H  -0.465  -3.213  -5.557
O  0.136  7.853  0.002
O  -4.649  -5.558  -1.710
H  3.996  0.789  3.368
H  3.582  -1.400  4.178
H  0.660  1.828  0.338
H  -5.050  -3.498  0.950
C  -2.436  -7.046  0.537
O  -3.120  -4.706  -0.289
H  -0.511  9.009  -1.605
H  0.271  -3.710  0.524
O  1.330  -1.509  -3.370
H  -1.567  -6.388  0.449
H  4.267  0.143  -0.504
C  0.574  -2.014  7.422
H  -1.809  -1.063  -3.635
C  -0.980  -1.719  -3.389
O  -0.572  5.898  -0.869
H  -2.049  -8.060  0.539
H  0.516  7.627  -2.011
C  -3.521  -3.379  -0.608
H  -0.394  4.836  2.723
C  -3.767  -5.700  -0.918
C  -4.299  -2.794  0.589
H  -4.834  0.429  -2.024
O  0.830  -0.299  5.852
H  -3.576  -2.690  1.401
H  -4.733  -1.816  0.396
C  3.122  -1.184  3.213
H  -1.650  2.082  1.053
H  0.698  2.305  2.039
H  -0.479  -1.875  5.464
C  3.837  0.013  2.615
H  1.223  9.058  -1.199
H  0.262  -0.650  -4.886
C  -1.830  -0.143  3.172
H  0.013  -4.282  2.154
C  -1.526  -0.084  0.915
C  0.471  -2.782  -5.209
C  0.348  8.422  -1.285
H  0.743  3.107  -5.672
O  -1.987  -0.830  2.021
C  5.063  0.657  -1.044
H  0.182  4.296  1.171
H  1.089  1.997  -4.325
C  1.915  -0.319  6.646
O  2.585  3.030  -1.237
C  3.293  3.378  -0.140
H  5.272  0.061  -1.935
H  -0.626  -0.493  0.442
H  -3.980  -0.589  -3.134
C  0.620  2.086  -5.310
O  2.903  4.091  0.720
H  5.577  2.515  -1.898
O  2.591  -4.005  1.126
C  -0.571  4.920  1.652
O  -1.407  1.112  2.921
H  3.533  2.748  -3.106
C  0.382  1.524  1.350

Properties
- Molar mass: 796.7 g mol⁻¹
- SMILES: C[C@H]1COC(=O)O1.C[C@H]1COC(=O)O1.C[C@H]1COC(=O)O1.CCOC(=O)OC.CCOC(=O)OC.CCOC(=O)OC.COC(=O)OC.O=C1OCCO1
- E_HOMO: -0.3882 Eh
- Spin multiplicity: 1
- E: -81094.1514 eV
- Energy relative to the best compared isomer or geometry (same formula, charge and spin): 66.11 kJ/mol
- Orbital gap: 0.398 hartree



# 4
An isolated ion of composition C4H6ClN2 and charge +1, computed with the ωB97M-V functional and the def2-TZVPD basis.

Atoms and positions in Å:
N  -1.371  -0.846  -0.060
H  0.551  -1.955  0.400
C  1.080  1.293  0.062
H  0.510  2.203  0.097
N  0.753  0.032  -0.072
H  -1.376  1.173  -0.165
H  2.582  -0.032  0.861
C  -2.013  0.335  -0.012
C  2.129  0.309  -0.001
C  0.023  -1.058  0.034
H  2.678  0.035  -0.996
Cl  -3.666  0.257  0.000
H  -1.878  -1.747  -0.147

Properties
- Molar mass: 117.6 g mol⁻¹
- Net charge: +1
- E_HOMO (spin up / spin down): -0.4547 / -0.4497 Eh
- Spin multiplicity: 1
- E: -19736.1881 eV
- Energy relative to the best compared isomer or geometry (same formula, charge and spin): 431.99 kJ/mol
- Orbital gap (spin up / spin down): 0.267 / 0.257 hartree